Record 1
A structure of composition C28H23FN3O2OsP2Se2 in a non-equilibrium geometry. Source: the OMol25 dataset; level of theory: wB97M-V/def2-TZVPD.

**Energy above the lowest of the compared OMol25 structures with the same formula, charge and spin**: 7.14 kcal/mol
**Energy**: -192421.84265 eV
**Kohn-Sham gap (alpha / beta)**: 4.69 / 4.69 eV

Geometry as ORCA input:
```
! RIJCOSX wB97M-V def2-TZVPD def2/J DEFGRID3
* xyz 1 1
Os -3.39784 -2.26550 -0.66958
Se 3.61519 -2.96293 0.67411
P 2.39370 -1.43568 -0.00589
C 2.45271 0.04923 1.02697
C 2.46198 -0.14497 2.41057
C 2.68385 0.92706 3.25792
C 2.92540 2.19325 2.73522
C 2.88064 2.39923 1.36614
C 2.62391 1.33314 0.51224
C 2.78391 -1.03041 -1.72705
C 2.20939 -1.81391 -2.73041
C 2.59095 -1.64859 -4.05220
C 3.56206 -0.71060 -4.38249
C 4.16100 0.04450 -3.38534
C 3.78428 -0.12055 -2.05896
C 0.61437 -1.97036 -0.04247
C -0.61531 -1.35439 -0.03935
N -1.53024 -2.38158 -0.18755
N -0.87497 -3.55480 -0.23640
N 0.38261 -3.32111 -0.14734
P -1.26441 0.28019 0.14851
Se -3.48214 -0.04802 0.01690
C -0.73390 1.39621 -1.12327
C 0.09243 0.94574 -2.14563
C 0.48487 1.82301 -3.14749
C 0.03083 3.13160 -3.13466
C -0.82369 3.57609 -2.12779
C -1.21583 2.71283 -1.12342
C -0.95726 0.90486 1.78608
C -1.41056 0.11625 2.85218
C -1.31946 0.59668 4.14405
C -0.79437 1.86449 4.37268
C -0.33262 2.63656 3.31901
C -0.40735 2.16171 2.01735
H 2.34701 -1.14510 2.81112
H 2.70634 0.76725 4.32833
H 3.14722 3.01953 3.39922
H 3.05890 3.38558 0.95613
H 2.57745 1.50859 -0.55458
H 1.48537 -2.57993 -2.47528
H 2.14817 -2.26852 -4.82092
H 3.86774 -0.58666 -5.41338
H 4.94156 0.75147 -3.63474
H 4.30231 0.43425 -1.28859
H 0.42633 -0.07928 -2.17239
H 1.13922 1.47079 -3.93443
H 0.33142 3.81290 -3.91990
H -1.18671 4.59498 -2.13341
H -1.89789 3.05394 -0.35317
H -1.84231 -0.86179 2.66914
H -1.67425 -0.00455 4.97020
H -0.74581 2.25086 5.38247
H 0.08127 3.61856 3.50540
H -0.04474 2.76567 1.19830
C -6.88908 -4.08584 0.94806
O -5.53464 -3.82910 0.47278
C -5.24686 -2.57346 0.24062
O -5.97250 -1.62180 0.35450
H -6.90598 -5.14245 1.18367
H -7.59836 -3.84491 0.16161
H -7.08386 -3.47964 1.82885
F -3.51139 -3.66057 -1.88227
*
```


Record 2
A cluster of 2 separate species, C7H18N2O in total in a non-equilibrium geometry. Source: the OMol25 dataset; level of theory: wB97M-V/def2-TZVPD.

**Energy above the lowest of the compared OMol25 structures with the same formula, charge and spin**: 125.31 kcal/mol
**Energy**: -12573.89622 eV
**SMILES**: CN(C)[N@H+](C)[O-].C=C(C)C
**Kohn-Sham gap**: 8.58 eV

Geometry as ORCA input:
```
! RIJCOSX wB97M-V def2-TZVPD def2/J DEFGRID3
* xyz 0 1
C -1.29524 1.63912 -0.93392
C -0.19268 2.64186 -1.07380
C 0.96574 -0.68985 -0.84388
C -1.70082 1.20917 0.29057
C -1.89056 1.11620 -2.20129
H -1.47207 1.81905 1.15634
H -1.13497 0.60384 -2.80328
H 0.31966 2.53837 -2.02920
H -0.60676 3.65029 -1.02543
H 0.54181 2.52917 -0.27952
H 0.13420 -1.30368 -1.17826
H 1.11236 0.18474 -1.46673
H 1.89287 -1.25083 -0.76440
H -2.63680 0.67445 0.37645
H -0.34233 0.25876 0.66672
H -2.72344 0.43816 -2.01199
H -2.26942 1.95065 -2.79854
C 2.13319 -1.72605 1.97715
C -0.15750 -2.31736 1.37556
N 0.79628 -1.27480 1.66259
N 0.75882 -0.18110 0.72079
O 1.59418 0.73942 1.01110
H 2.12305 -2.18853 2.96162
H -1.10053 -1.87036 1.05708
H 2.76840 -0.84231 2.01122
H 2.52739 -2.44373 1.24455
H 0.18640 -3.02348 0.60492
H -0.33121 -2.88117 2.29356
*
```


Record 3
A structure of composition C5H8N2O in a non-equilibrium geometry. Source: the OMol25 dataset; level of theory: wB97M-V/def2-TZVPD.

**Energy above the lowest of the compared OMol25 structures with the same formula, charge and spin**: 122.66 kcal/mol
**Energy**: -10337.40698 eV
**Kohn-Sham gap (alpha / beta)**: 7.46 / 7.46 eV

Geometry as ORCA input:
```
! RIJCOSX wB97M-V def2-TZVPD def2/J DEFGRID3
* xyz 0 1
C 1.52650 -0.27336 0.49521
C -0.75294 -1.44489 0.49813
N 1.32084 -0.82938 -0.84956
C -0.93713 -0.98419 -0.87214
C 0.07176 -0.15657 0.70319
N -0.28928 2.17156 0.04282
C -0.76241 0.88891 0.30241
O -1.32141 -1.11906 -1.97546
H 1.41333 -0.07056 -1.52684
H 0.36434 2.25511 -0.72580
H -1.00014 2.88196 -0.06239
H 2.01106 -0.98374 1.16792
H 2.05626 0.68229 0.55054
H -1.67978 -1.46847 1.08069
H -0.21090 -2.38242 0.59654
H -1.81008 0.83282 0.57473
*
```


Record 4
The molecule C5H5N in a non-equilibrium geometry. Source: the OMol25 dataset; level of theory: wB97M-V/def2-TZVPD.

**Energy above the lowest of the compared OMol25 structures with the same formula, charge and spin**: 67.85 kcal/mol
**Energy**: -6752.96576 eV
**SMILES**: CC1(C#N)C=C1
**Kohn-Sham gap**: 11.35 eV

Geometry as ORCA input:
```
! RIJCOSX wB97M-V def2-TZVPD def2/J DEFGRID3
* xyz 0 1
C -1.64876 -0.18097 0.02357
C 0.26196 1.42119 0.58403
C 0.26238 1.32495 -0.71043
C -0.26283 0.12730 0.03740
C 0.66417 -1.26171 0.05830
N -2.75985 -0.46120 -0.00616
H 0.43550 1.96234 1.48123
H 0.48191 1.69763 -1.67991
H 1.60550 -1.04659 -0.43281
H 0.12507 -2.04931 -0.44977
H 0.83496 -1.53364 1.09454
*
```


Q: Which of these has the lowest energy above the lowest of the compared OMol25 structures with the same formula, charge and spin?
A: C28H23FN3O2OsP2Se2


Q: The lowest energy belongs to which entry?
A: C28H23FN3O2OsP2Se2


Q: Among the records above, which one has the highest energy above the lowest of the compared OMol25 structures with the same formula, charge and spin?
A: C7H18N2O